Record 1
ORCA calculation (wB97M-V/def2-TZVPD) on a cluster of 2 separate species, C4H11N3O2 in total.

Last column: Löwdin charge in e.
CARTESIAN COORDINATES (ANGSTROEM)
C -1.0184 0.5541 3.0133  -0.04
C -0.3189 1.4542 2.0353  -0.75
O -0.3080 1.1786 0.7931  -0.13
O 0.2350 2.4595 2.5169  -0.04
H -1.5853 1.1266 3.7401  0.07
H -0.2508 -0.0275 3.5582  0.08
H -1.6849 -0.1828 2.5503  0.06
C 2.2763 -1.0923 -1.6966  -0.04
C -0.1949 -1.0653 -1.6395  -0.45
N -1.2733 -0.6592 -1.0043  0.21
N 0.9851 -0.7476 -1.1226  0.05
N -0.2982 -1.7492 -2.7920  0.19
H -1.0754 -0.0237 -0.2243  0.06
H -2.2124 -0.7278 -1.3504  0.13
H 0.9638 -0.1626 -0.2882  0.13
H 0.5342 -2.0479 -3.2599  0.10
H -1.2050 -2.0398 -3.1076  0.12
H 2.9811 -0.3185 -1.3918  0.10
H 2.2242 -1.0252 -2.7766  0.08
H 2.6539 -2.0671 -1.3536  0.10

## Properties
**Highest occupied orbital energy**: -0.2739 Eh
**E_tot**: -12892.0588 eV



Record 2
ORCA calculation (wB97M-V/def2-TZVPD) on a cluster of 2 separate species, C4H11N3O2 in total.

Last column: Löwdin charge in e.
CARTESIAN COORDINATES (ANGSTROEM)
C 2.0611 -2.5523 1.2111  -0.11
C 0.3690 -0.8026 0.7361  -0.56
N -0.4962 -0.2642 1.6856  0.14
N 1.6067 -1.1789 1.2359  -0.03
N -0.0728 -1.0095 -0.4413  0.13
H -1.0602 0.5022 1.3308  0.07
H -0.0084 0.0548 2.5058  0.08
H 1.9879 -0.6576 2.0004  0.11
H 0.5981 -1.5054 -1.0025  0.05
H -2.4639 0.3770 -1.5226  0.11
H 3.0859 -2.6303 0.8465  0.07
H 1.4167 -3.2076 0.6266  0.08
H 2.0608 -3.0260 2.1992  0.08
C -0.2896 1.4669 -2.3487  0.00
C -0.9844 1.6258 -1.0134  -0.62
O -2.1519 1.0034 -0.8658  0.09
O -0.5192 2.2394 -0.0927  0.08
H 0.7673 1.2548 -2.1974  0.08
H -0.2922 2.4439 -2.8358  0.09
H -0.7310 0.6362 -2.8900  0.07

## Properties
**Highest occupied orbital energy**: -0.3238 Eh
**SMILES string**: [H]/N=C(/N)NC.CC(=O)O
**E_tot**: -12891.8814 eV



Record 3
ORCA calculation (wB97M-V/def2-TZVPD) on the molecule C4H11N3O2.

Last column: Löwdin charge in e.
CARTESIAN COORDINATES (ANGSTROEM)
C 0.5607 -2.0719 0.0882  -0.10
N 0.8307 -0.6614 0.2720  -0.04
C -1.0604 0.0627 0.5982  -0.55
N -1.2778 0.1690 1.9621  0.14
O -1.8963 -0.4351 -0.1530  0.00
H 1.3541 -0.4308 1.1103  0.12
H -2.2296 -0.0044 2.2507  0.10
H -0.7776 0.9054 2.4395  0.08
H 1.5090 -2.6017 -0.0116  0.07
H -0.0641 -2.2044 -0.7928  0.08
H 0.0160 -2.4762 0.9494  0.09
C 0.5356 0.3199 -2.0379  -0.09
C -0.2238 1.3916 -0.0171  -0.33
O 0.2514 2.1790 1.0528  -0.02
N 0.8290 0.7153 -0.6716  -0.05
H 1.1258 2.5100 0.8135  0.10
H -0.9007 1.9266 -0.6890  0.15
H 1.3063 -0.3784 -2.3588  0.09
H 0.5647 1.2213 -2.6547  0.09
H -0.4530 -0.1365 -2.1503  0.08

## Properties
**Highest occupied orbital energy**: -0.3104 Eh
**SMILES string**: CNN(C)[C@H](O)C(N)=O
**E_tot**: -12888.6922 eV



Calculated LUMO level (eV), listed in the same order as above: -0.088, 0.853, 0.859
Calculated energy relative to the best compared isomer or geometry (same formula, charge and spin) (kcal per mole), listed in the same order as above: 17.78, 21.88, 95.42